Formula: C11H14CuN4O7
Source: the Open Molecules 2025 dataset
Level of theory: the ωB97M-V functional and the def2-TZVPD basis

Values from the calculation:
Lowest unoccupied orbital energy = 0.09418 Ha
Kohn-Sham gap = 7.312 eV
M = 377.8 g mol⁻¹
Energy above the lowest of the compared OMol25 structures with the same formula, charge and spin = 6.22 kcal/mol

The geometry in ORCA input format:
```
! wB97M-V def2-TZVPD RIJCOSX def2/J DEFGRID3
* xyz -1 1
Cu -2.453 -1.430 1.145
O 2.303 -1.093 5.278
C 1.351 -0.926 4.561
C 1.136 0.197 3.578
O 1.937 1.100 3.325
C -0.160 -0.014 3.013
C -0.753 -1.230 3.413
O -1.820 -1.749 3.002
C 0.128 -1.831 4.463
O -0.063 -2.836 5.100
O -0.778 0.778 2.149
N -0.899 -1.620 -0.465
C -1.304 -0.516 -1.349
C -0.680 -0.599 -2.750
C 0.839 -0.423 -2.806
C 1.295 1.029 -2.983
N 0.770 2.007 -2.044
C 0.934 1.909 -0.680
N 1.994 1.173 -0.243
N 0.119 2.418 0.182
C -2.853 -0.373 -1.406
O -3.315 0.230 -2.375
O -3.511 -0.854 -0.427
H 0.037 -1.490 -0.099
H -0.919 -2.496 -0.975
H -0.980 0.397 -0.846
H -1.170 0.147 -3.379
H -0.956 -1.573 -3.166
H 1.264 -0.981 -3.645
H 1.291 -0.838 -1.900
H 0.987 1.382 -3.969
H 2.388 1.070 -2.968
H -0.153 2.338 -2.283
H 2.806 1.100 -0.829
H 2.141 1.177 0.768
H -0.696 2.824 -0.266
H -0.257 1.595 1.874
*
```